Computed, not measured: a gas-phase ion, C4H11N2OS (charge +1) in a non-equilibrium geometry, with wB97M-V/def2-TZVPD.

Each line ends with the Löwdin charge.
Geometry (Å):
1 N 1.7371 2.0152 -0.6642  0.221
2 C 1.6205 0.6904 -0.5321  -0.492
3 O 2.5400 -0.0934 -0.3951  0.079
4 C 0.2237 0.0062 -0.5784  -0.224
5 N 0.4469 -1.2967 -1.2740  0.245
6 C -0.3848 -0.1359 0.7914  -0.236
7 C -1.8632 -0.5099 0.7540  -0.542
8 S -2.7766 0.1382 2.2380  0.737
9 H 2.7079 2.3006 -0.6599  0.140
10 H 0.9959 2.6753 -0.7725  0.125
11 H -0.4854 0.5504 -1.2099  0.161
12 H 0.5710 -1.2403 -2.2860  0.188
13 H -0.3873 -1.8495 -1.1011  0.166
14 H 1.2759 -1.7449 -0.8622  0.173
15 H -0.2646 0.7804 1.3713  0.115
16 H 0.1359 -0.8412 1.4542  0.143
17 H -2.3727 -0.1124 -0.1224  0.072
18 H -1.9767 -1.5983 0.7686  0.068
19 H -1.7436 0.2656 3.0802  -0.141

## Properties
**Max |F|**: 1.9 eV/Å
**SMILES**: NC(=O)[C@@H]([NH3+])CCS
**LUMO level**: -0.131 hartree
**ΔE to the lowest compared entry with this formula, charge and spin**: 12.5 kcal/mol
**E_HOMO**: -12.536 eV
**Electronic energy**: -741.71642 Ha
**Charge**: +1
**Gap between HOMO and LUMO**: 8.98 eV


Computed, not measured: 2 unconnected molecules or ions with the total composition C5H8N2O2 in a non-equilibrium geometry, with wB97M-V/def2-TZVPD.

Each line ends with the Löwdin charge.
Geometry (Å):
1 C 0.2319 -2.4714 -0.7746  -0.003
2 C 1.1692 1.1774 0.2680  -0.337
3 C -0.9284 0.2572 -1.0663  -0.092
4 C -1.4327 0.4789 0.3828  -0.275
5 C -0.0723 0.8330 -0.0741  -0.163
6 N 1.2086 -2.5046 -0.1269  0.115
7 N -1.6872 -0.7153 1.1642  0.028
8 O 2.1522 1.3460 -0.7926  0.056
9 O 1.5193 1.6187 1.4681  0.097
10 H 1.6637 1.4445 -1.5515  0.042
11 H -0.7650 -0.7722 -1.2591  -0.007
12 H -1.3496 0.8203 -1.9513  0.124
13 H -2.1488 1.1859 0.5624  0.100
14 H 1.8167 -2.3892 0.6162  0.059
15 H -1.0277 -1.3949 0.8145  -0.004
16 H 2.2778 2.2553 1.4077  0.149
17 H -2.6277 -1.1696 0.9125  0.111

## Properties
**Max |F|**: 5.3 eV/Å
**LUMO level**: 0.023 hartree
**ΔE to the lowest compared entry with this formula, charge and spin**: 122.8 kcal/mol
**E_HOMO**: -8.506 eV
**Electronic energy**: -455.16280 Ha
**Charge**: 0
**Gap between HOMO and LUMO**: 9.13 eV


Computed, not measured: a molecular structure, C19H32AsCaN4O6P2SbSe4 in a non-equilibrium geometry, with wB97M-V/def2-TZVPD.

Each line ends with the Löwdin charge.
Geometry (Å):
1 Ca 0.7190 0.1127 1.0489  0.932
2 C 0.9324 -3.8781 4.6010  -0.092
3 C 1.6166 -2.8848 3.9223  -0.067
4 C 1.0074 -2.1881 2.8903  -0.044
5 C -0.3156 -2.4730 2.5443  -0.201
6 C -0.9971 -3.4732 3.2297  -0.034
7 C -0.3764 -4.1739 4.2461  -0.091
8 N -0.9569 -1.6889 1.4858  -0.014
9 N -2.0700 -2.0885 1.1687  0.094
10 C -2.6154 -1.3150 0.1042  -0.337
11 C -3.9620 -1.4463 -0.1510  -0.025
12 C -4.5000 -0.6115 -1.1327  -0.064
13 C -3.6620 0.2738 -1.7776  -0.125
14 C -2.2933 0.2602 -1.4792  -0.258
15 N -1.7779 -0.5401 -0.5660  0.085
16 H 1.4168 -4.4181 5.4043  0.097
17 H 2.6317 -2.6386 4.2030  0.100
18 H 1.6076 -1.4483 2.3702  0.032
19 H -2.0220 -3.6784 2.9595  0.099
20 H -0.9203 -4.9495 4.7701  0.097
21 H -4.5559 -2.1493 0.4170  0.098
22 H -5.5547 -0.6529 -1.3730  0.100
23 H -4.0237 1.0077 -2.4854  0.013
24 H -1.6118 0.9241 -1.9979  -0.024
25 N 4.9028 1.4467 1.5690  0.146
26 C 3.7608 0.4989 1.8627  -0.466
27 C 4.3091 -0.7345 2.5779  -0.095
28 P 3.4019 -0.0332 0.0212  0.280
29 O 2.9567 1.3727 -0.6276  -0.216
30 O 4.7804 -0.3841 -0.4163  -0.309
31 O 2.2549 -1.0283 -0.0299  -0.450
32 P 2.5749 1.5059 2.9852  0.288
33 O 2.6230 2.7933 2.0170  -0.189
34 O 3.2669 1.7611 4.2706  -0.315
35 O 1.1635 0.9525 3.0050  -0.465
36 H 5.4020 1.0226 0.7610  0.123
37 H 5.4894 1.5808 2.3902  0.157
38 H 4.4877 2.3449 1.2881  0.138
39 H 5.3114 -0.9656 2.2110  0.082
40 H 3.6982 -1.6071 2.3532  0.060
41 H 4.3402 -0.5737 3.6584  0.076
42 H 1.9461 1.4451 -0.5094  -0.099
43 H 1.9715 3.4909 2.1924  0.099
44 C -1.6650 0.4786 -5.0308  -0.174
45 C -0.2976 -0.1633 -4.8201  -0.451
46 As 0.5854 0.3179 -3.1011  1.223
47 C 0.9446 2.1831 -3.5377  -0.507
48 C 1.6682 2.6102 -4.8060  -0.171
49 C 2.2192 -0.7575 -3.5706  -0.430
50 C 3.1138 -0.3618 -4.7416  -0.182
51 H -2.0596 0.2410 -6.0242  0.058
52 H -1.6250 1.5658 -4.9451  0.064
53 H -2.3917 0.1235 -4.2982  0.042
54 H 0.3690 0.0971 -5.6461  0.033
55 H -0.3834 -1.2550 -4.8248  0.051
56 H 1.4159 2.6362 -2.6684  0.002
57 H -0.0627 2.6093 -3.5588  0.014
58 H 2.7380 2.4067 -4.7635  0.045
59 H 1.5316 3.6891 -4.9138  0.044
60 H 1.2676 2.1300 -5.7035  0.052
61 H 1.8054 -1.7573 -3.7404  0.048
62 H 2.8376 -0.8401 -2.6795  0.014
63 H 2.5493 -0.1680 -5.6553  0.046
64 H 3.8303 -1.1615 -4.9600  0.056
65 H 3.6884 0.5324 -4.5056  0.051
66 Se -3.3820 3.5080 -1.9404  -0.187
67 Sb -1.2979 4.3164 -0.8771  -0.333
68 Se -0.1215 2.1919 0.0052  0.029
69 Se 0.1744 5.4558 -2.4879  -0.279
70 Se -1.5770 5.5214 1.2295  -0.375

## Properties
**Max |F|**: 2.7 eV/Å
**LUMO level**: 0.110 hartree
**ΔE to the lowest compared entry with this formula, charge and spin**: 58.5 kcal/mol
**E_HOMO**: -1.032 eV
**Electronic energy**: -14856.10756 Ha
**Charge**: -2
**Gap between HOMO and LUMO**: 4.01 eV


Computed, not measured: C4H5NO in the gas phase, with wB97M-V/def2-TZVPD.

Each line ends with the Löwdin charge.
Geometry (Å):
1 O -1.3232 0.3246 2.0324  0.106
2 C -0.6189 0.1891 1.0704  -0.360
3 C 0.8621 -0.1334 0.8461  -0.076
4 N 0.7663 0.5034 -0.5142  -0.017
5 C -0.0762 -0.4008 -1.2657  -0.118
6 C -0.7397 0.5796 -0.3649  -0.136
7 H 1.5565 0.3832 1.5118  0.123
8 H 1.1020 -1.2008 0.8092  0.115
9 H -0.0135 -1.4619 -1.0360  0.112
10 H -0.1822 -0.1784 -2.3240  0.112
11 H -1.3333 1.3954 -0.7649  0.140

## Properties
**Max |F|**: 0.5 eV/Å
**SMILES**: O=C1CN2C[C@@H]12
**LUMO level**: 0.035 hartree
**ΔE to the lowest compared entry with this formula, charge and spin**: 51.0 kcal/mol
**E_HOMO**: -9.770 eV
**Electronic energy**: -285.33337 Ha
**Charge**: 0
**Gap between HOMO and LUMO**: 10.72 eV